{
  "formula": "C5H8O2",
  "method": "wB97M-V/def2-TZVPD",
  "total_energy_ha": -345.7764,
  "max_force_ev_per_a": 0.57,
  "gap_ev": 9.440,
  "e_homo_ev": -9.840,
  "charge": 0,
  "de_lowest_kj_mol": 74.95,
  "smiles": "CCCC(=O)C=O",
  "lumo_energy_ev": -0.40,
  "species": ["C", "C", "C", "C", "O", "C", "O", "H", "H", "H", "H", "H", "H", "H", "H"],
  "coordinates": [[-2.2316, 0.0687, -0.6766], [-1.0580, -0.4256, 0.1633], [0.2699, 0.2355, -0.1908], [1.3962, -0.2776, 0.6688], [1.2742, -1.1146, 1.5367], [2.7988, 0.2967, 0.4507], [3.0166, 1.2880, -0.1992], [-2.3833, 1.1481, -0.5602], [-3.1565, -0.4315, -0.3706], [-2.0796, -0.1352, -1.7429], [-0.9492, -1.5107, 0.0517], [-1.2608, -0.2557, 1.2267], [0.5435, 0.0619, -1.2423], [0.2304, 1.3292, -0.0899], [3.5894, -0.2771, 0.9747]],
  "atomic_forces_ev_per_a": [[-0.037, 0.033, -0.032], [-0.007, -0.053, 0.061], [-0.056, -0.040, 0.021], [-0.174, -0.221, 0.191], [0.092, 0.325, -0.365], [0.178, 0.361, -0.218], [-0.137, -0.480, 0.272], [0.040, -0.144, -0.019], [0.133, 0.089, -0.070], [0.001, 0.036, 0.145], [-0.026, 0.142, 0.029], [0.017, -0.028, -0.137], [-0.007, 0.021, 0.146], [0.031, -0.146, 0.015], [-0.049, 0.106, -0.040]]
}

{
  "formula": "C52H63Ge2NO5S4Tl",
  "method": "wB97M-V/def2-TZVPD",
  "total_energy_ha": -8369.2710,
  "max_force_ev_per_a": 3.03,
  "gap_ev": 6.127,
  "e_homo_ev": -10.069,
  "charge": 1,
  "de_lowest_kj_mol": 208.16,
  "lumo_energy_ev": -3.94,
  "species": ["Tl", "C", "C", "C", "C", "C", "C", "C", "C", "C", "C", "C", "C", "C", "C", "C", "Ge", "S", "S", "Ge", "S", "S", "C", "C", "C", "C", "C", "C", "C", "C", "C", "C", "C", "C", "C", "C", "C", "C", "C", "C", "C", "C", "C", "C", "C", "C", "C", "C", "C", "C", "C", "C", "C", "C", "C", "H", "H", "H", "H", "H", "H", "H", "H", "H", "H", "H", "H", "H", "H", "H", "H", "H", "H", "H", "H", "H", "H", "H", "H", "H", "H", "H", "H", "H", "H", "H", "H", "H", "H", "H", "H", "H", "H", "H", "H", "H", "H", "H", "H", "H", "H", "H", "H", "H", "H", "O", "H", "H", "O", "H", "H", "O", "H", "H", "O", "C", "C", "N", "C", "C", "O", "H", "H", "H", "H", "H", "H", "H"],
  "coordinates": [[3.0334, 0.1324, -0.2562], [0.5589, -4.9493, 5.4699], [-0.0097, -4.5571, 4.1729], [0.8592, -4.3451, 3.1047], [0.4432, -4.0319, 1.8431], [1.3230, -4.0166, 0.6429], [-0.9686, -3.6263, 1.6822], [-1.9394, -3.8989, 2.8659], [-3.3555, -3.5434, 2.6283], [-1.4627, -4.4594, 3.9994], [-1.5615, -3.8281, 0.2885], [-1.9015, -5.1831, -0.0750], [-2.7031, -5.3923, -1.2157], [-3.1205, -4.3185, -1.9909], [-2.8279, -3.0181, -1.6317], [-2.0015, -2.8182, -0.5282], [-1.2651, -1.1186, -0.0376], [-0.3849, -1.8095, 1.9445], [0.2593, -0.3983, -1.4519], [-0.2616, 1.5545, -0.3634], [1.1554, 1.6599, 1.2545], [-2.3409, 0.7282, 0.2989], [-0.4226, 3.2081, -1.4682], [-1.1700, 4.2868, -0.8976], [-1.0737, 5.5988, -1.4270], [-0.1678, 5.8336, -2.4301], [0.6272, 4.7856, -2.9317], [0.5224, 3.4592, -2.4592], [1.4657, 2.4581, -2.9841], [2.7732, 2.5543, -2.5960], [3.2578, 3.7028, -1.6547], [3.7038, 1.6205, -2.9798], [3.3594, 0.5170, -3.8018], [4.2693, -0.6483, -4.0034], [2.0779, 0.5797, -4.3202], [1.1059, 1.5067, -3.9176], [-0.2594, 1.3803, -4.4960], [-2.1459, 4.1249, 0.2410], [-3.4356, 3.6056, 0.0006], [-3.9123, 3.1244, -1.3549], [-4.3293, 3.4214, 1.0670], [-3.9962, 3.8150, 2.3551], [-4.9627, 3.6405, 3.4743], [-2.7160, 4.3322, 2.5340], [-1.7794, 4.4959, 1.5230], [-0.4375, 5.1462, 1.7938], [-3.4641, -1.8456, -2.3114], [-4.6157, -1.2571, -1.6672], [-5.0487, -1.6882, -0.2831], [-5.2839, -0.2590, -2.2938], [-4.7788, 0.2757, -3.4720], [-5.5537, 1.3744, -4.1370], [-3.5345, -0.1430, -3.9206], [-2.9388, -1.2809, -3.4444], [-1.7619, -1.9125, -4.1337], [-0.1390, -5.5169, 6.0051], [0.9033, -4.1085, 6.0606], [1.4071, -5.5650, 5.2886], [1.9435, -4.4319, 3.2412], [2.3534, -3.6850, 0.8627], [0.9962, -3.2545, -0.0725], [1.3150, -4.9637, 0.0884], [-3.7068, -3.9735, 1.6779], [-3.4144, -2.4103, 2.6032], [-4.0467, -3.9465, 3.3856], [-2.0906, -4.6422, 4.8584], [-1.6343, -6.0831, 0.4761], [-3.0242, -6.4038, -1.3299], [-3.7662, -4.5312, -2.8065], [-1.7552, 6.4536, -1.0927], [-0.1426, 6.7871, -2.9290], [1.2437, 5.1015, -3.8039], [2.6555, 3.7088, -0.7444], [3.1212, 4.7115, -2.0720], [4.3167, 3.5673, -1.3643], [4.7155, 1.6445, -2.5122], [5.3167, -0.3315, -4.2386], [3.9267, -1.3098, -4.7962], [4.3701, -1.2381, -3.0805], [1.7279, -0.1574, -5.0483], [-0.3891, 0.4970, -5.1354], [-0.5846, 2.2597, -5.1075], [-0.9982, 1.3678, -3.7078], [-4.1614, 4.0005, -1.9997], [-4.8272, 2.5921, -1.2642], [-3.1180, 2.5454, -1.8994], [-5.2524, 2.9083, 0.8196], [-4.7722, 4.3471, 4.3378], [-4.7828, 2.6268, 3.8340], [-5.9880, 3.7285, 3.1387], [-2.4085, 4.6262, 3.5480], [-0.2609, 5.3209, 2.8897], [-0.3186, 6.2176, 1.4189], [0.3106, 4.5604, 1.2965], [-4.6571, -1.0380, 0.5062], [-4.7272, -2.7238, -0.0541], [-6.1025, -1.7422, -0.1907], [-6.2041, 0.1397, -1.8591], [-5.4757, 2.3493, -3.6103], [-6.5663, 1.0595, -4.2502], [-5.0780, 1.5451, -5.1146], [-3.2328, 0.2238, -4.8986], [-1.7822, -1.6573, -5.2092], [-1.8359, -3.0051, -3.9474], [-0.8173, -1.5803, -3.6961], [3.0833, -0.9183, 2.6547], [3.9420, -0.8688, 3.1152], [2.6234, -0.1236, 3.0619], [-0.0597, 0.5001, 4.0725], [-0.3116, 0.8610, 3.2162], [-0.3810, 1.2464, 4.6338], [4.5167, 1.9107, 1.9098], [4.1880, 1.8515, 2.8176], [3.9594, 2.5996, 1.5565], [7.1470, -6.9051, -4.9983], [6.4906, -6.5403, -5.8255], [8.9618, -0.6923, 5.0480], [7.7975, -0.7922, 4.1598], [8.0651, -0.8277, 2.7267], [6.5376, -0.6490, 4.6288], [5.4839, -0.3607, 4.0436], [9.4776, -1.6441, 5.0798], [8.7004, -0.4582, 6.1072], [9.6374, 0.0875, 4.6106], [8.8140, -1.4943, 2.4710], [8.2088, 0.1289, 2.2324], [7.1607, -1.2218, 2.2503], [6.4929, -0.8547, 5.6768]],
  "atomic_forces_ev_per_a": [[0.240, -0.126, 0.651], [0.360, 0.407, -0.414], [-0.902, 0.138, -1.236], [1.028, -0.455, 0.929], [-1.118, 0.536, -0.589], [0.715, 0.766, -0.566], [-0.332, 0.397, 0.343], [0.855, -0.568, -1.391], [-0.631, 0.589, 0.023], [1.721, 0.783, -0.030], [-0.706, -2.916, 0.400], [-0.475, 1.229, -0.709], [1.289, 0.678, 1.685], [-0.252, -0.485, 0.528], [0.113, -0.009, -0.379], [0.112, 0.681, 0.378], [-0.140, -0.070, 0.164], [-0.292, -0.164, -0.069], [-0.068, -0.021, -0.335], [-0.490, 0.662, -0.110], [-0.125, 0.146, -0.288], [0.454, 0.325, 0.049], [-0.170, 0.485, 1.568], [-0.439, 0.491, -0.475], [-0.897, -0.002, 0.683], [0.339, -1.043, -0.759], [-0.438, 0.820, -0.650], [-0.324, 1.753, -0.492], [-1.071, 0.223, -0.388], [1.944, 1.665, 1.540], [-0.181, -0.560, -0.239], [1.199, -1.644, 0.053], [-0.284, 1.304, 0.630], [1.240, 0.124, -0.130], [-0.628, -0.595, -0.419], [0.679, -0.748, -0.619], [-0.886, 0.885, -0.731], [-0.269, -0.772, -1.103], [-0.210, -0.580, 0.301], [1.568, 1.364, -0.940], [0.684, 0.217, -0.673], [0.391, 0.364, -0.720], [0.684, 0.312, 1.182], [0.134, 0.254, 1.216], [-0.076, 0.750, 0.322], [-0.356, 1.738, 0.764], [-0.976, 0.124, 1.786], [1.462, -1.425, 0.569], [0.976, -1.200, -0.106], [-0.459, 0.598, -0.306], [0.221, 0.847, 0.702], [1.649, 0.591, -0.505], [-1.482, 0.336, -1.776], [0.786, -0.425, 0.221], [-0.260, -0.437, -0.063], [-1.047, -0.675, 1.082], [-0.119, 0.342, 0.075], [0.866, -0.500, -0.052], [-0.456, -0.116, 0.231], [-0.359, -0.597, 0.286], [-0.286, -0.209, 0.073], [0.052, 0.009, 0.397], [0.203, 0.463, 0.124], [-0.161, -1.187, -0.132], [0.495, 0.369, 0.027], [-0.139, -0.089, -0.020], [0.138, 0.463, 0.352], [-0.220, -0.416, -0.756], [-0.518, 0.090, -0.695], [1.027, -1.526, -0.183], [0.213, 0.270, 0.056], [-0.113, -0.858, 0.806], [-0.040, -0.093, 0.135], [0.176, -0.458, -0.139], [-0.503, 0.020, -0.280], [-0.736, 0.130, -0.591], [-0.833, -0.134, 0.044], [-0.042, 0.008, -0.010], [-0.228, 0.093, -0.135], [0.321, -0.032, 0.239], [0.188, 0.190, 0.341], [0.586, -0.459, 0.341], [-0.334, -0.312, 0.335], [0.322, -0.408, 0.311], [-0.571, -0.831, 0.109], [-0.919, 0.335, 0.481], [-0.198, 0.219, 0.309], [-0.236, -0.738, -1.039], [-0.374, -0.084, 0.349], [-0.175, 0.028, 0.019], [-0.214, -0.042, -0.370], [-0.009, -0.841, -0.916], [-0.567, -1.358, -0.066], [0.796, -0.235, 0.179], [0.013, 0.049, -0.176], [0.061, 0.564, -0.106], [-1.193, 0.350, 0.009], [0.220, -0.095, -0.132], [-0.244, -0.684, -0.048], [-0.815, 0.103, -0.174], [-0.522, 0.043, 0.059], [0.320, 0.255, 0.185], [0.136, -0.379, 0.492], [0.273, 0.593, -0.602], [-0.022, 0.066, -0.099], [-0.563, 1.468, 0.836], [0.047, -0.140, -0.213], [0.330, -1.477, -0.835], [-0.659, 1.213, 0.910], [0.244, -0.176, -0.601], [0.489, -0.982, -0.182], [0.015, -0.181, 0.301], [0.316, -0.290, -0.038], [-0.305, 0.512, -0.409], [0.536, -0.299, 0.673], [-0.537, 0.300, -0.673], [0.028, 0.414, 0.036], [-0.261, 0.409, -0.361], [-2.690, 0.807, -0.042], [-0.647, 0.350, -0.539], [1.536, -0.567, -0.164], [0.303, -0.177, -0.151], [-0.061, 0.103, -0.996], [-0.483, -0.610, 0.681], [1.813, -1.198, -0.109], [0.335, 0.365, 0.388], [0.009, 0.044, 0.111], [0.083, 0.075, 1.173]]
}